Record 1
Here is a structure of composition C25H31FeO3 in a non-equilibrium geometry from the Open Molecules 2025 dataset. Energies are from ωB97M-V/def2-TZVPD.

```
60
Properties=species:S:1:pos:R:3:forces:R:3
Fe 1.4470 -1.0025 3.2313 0.755 0.020 0.237
O -0.0379 -0.2178 -2.4720 -1.102 1.538 -3.288
O 1.8179 -0.0817 -1.2940 3.887 0.614 -0.290
O -4.4131 2.0075 -2.1274 -0.576 0.865 -0.396
C 0.5337 -0.3191 -1.2974 -1.470 0.388 2.185
C 4.1128 0.2679 -1.9995 0.767 0.204 0.152
C 2.6967 -2.3709 3.8711 0.807 -1.750 0.598
C 2.4921 0.6182 2.6866 -0.033 1.872 -0.328
C 1.5883 0.2338 1.6442 0.386 1.356 -0.505
C 0.3143 0.5532 3.5379 -1.740 1.612 -0.343
C 0.3596 -2.4520 4.0590 0.807 -1.827 -0.091
C 0.2487 0.1089 2.1377 -0.092 1.736 -1.468
C 0.7209 -2.7540 2.6785 0.117 -1.816 1.039
C -4.0750 0.5729 -0.2764 -0.200 1.115 -1.172
C -0.8237 -0.4951 1.1864 -1.025 2.161 2.639
C -1.2186 -1.8905 -0.9166 -0.990 -0.160 0.902
C -4.1363 3.2479 -2.7770 -0.155 -0.332 0.090
C -1.4926 1.6011 0.0513 -0.500 0.286 0.337
C -3.2101 -0.0109 0.6254 -0.184 0.572 -0.146
C 1.6919 0.8406 3.8659 0.083 2.062 0.369
C -0.5505 0.9406 -4.5753 0.276 0.722 -0.034
C -0.2720 -0.9774 -0.1215 2.779 -2.513 -2.216
C -1.9014 0.4388 0.7144 0.332 0.298 0.495
C 1.5917 -2.2146 4.7904 -0.316 -1.744 0.347
C 0.1388 1.1008 -3.2443 -0.497 -1.660 1.408
C -2.3529 2.2214 -0.8403 -0.802 -0.019 -0.503
C -3.6189 1.6463 -1.0916 0.868 -0.851 1.165
C 2.8646 -0.4202 -2.4151 -2.606 -0.183 1.667
C 2.1667 -2.7018 2.5693 -0.109 -1.950 0.082
H -0.6596 -2.3689 -1.7216 -0.301 -0.086 0.069
H 2.9196 -1.5108 -2.4091 0.146 0.108 -0.264
H -0.5530 0.7059 4.1969 0.591 -0.276 -0.282
H 3.7554 -2.3489 4.1428 -0.457 0.145 -0.154
H -5.0339 3.4482 -3.3772 0.380 0.072 0.107
H -1.6052 0.6972 -4.4781 -0.037 -0.056 0.138
H 2.0706 1.2261 4.8274 -0.389 -0.347 -0.626
H -0.5123 2.0478 0.2534 -0.237 -0.492 -0.109
H -2.1359 -1.3882 -1.3159 0.955 -0.273 0.196
H -5.0871 0.1944 -0.4514 0.346 0.142 0.116
H -0.3209 1.8517 -2.5960 0.041 0.036 -0.249
H 4.8755 0.1223 -2.7776 -0.109 -0.003 0.127
H -2.0319 3.1099 -1.3976 -0.109 -0.386 0.271
H -0.6285 -2.5032 4.4738 -0.213 0.168 0.085
H -3.9706 4.0711 -2.0564 -0.111 -0.371 -0.249
H 2.4330 -0.0259 -3.3303 0.222 -0.337 -0.164
H 1.6467 -2.0717 5.8599 0.124 0.187 -0.085
H -1.5561 -2.6329 -0.1872 -0.217 -0.296 -0.277
H 1.2049 1.3157 -3.3504 -0.235 0.012 0.052
H 3.5708 0.7830 2.5873 -0.571 -0.117 0.072
H -1.2954 -1.3557 1.7802 0.545 0.855 -1.223
H -3.2546 3.1539 -3.4338 -0.234 0.092 0.180
H -0.4619 1.9238 -5.0615 -0.174 -0.230 -0.130
H 0.0357 -3.0835 1.9165 -0.031 0.054 -0.136
H 3.9694 1.3520 -1.8853 -0.089 -0.356 0.053
H 4.5095 -0.1482 -1.0624 -0.213 0.205 -0.230
H 2.7260 -2.9581 1.6721 -0.063 0.213 0.266
H 0.4899 -1.6152 0.3358 0.372 -0.650 -0.614
H -0.0681 0.2119 -5.2265 0.038 -0.096 0.158
H 1.8530 0.1226 0.6186 0.342 -0.306 0.075
H -3.5678 -0.8177 1.2525 0.218 -0.227 -0.108
```
Positions in Å, forces in eV/Å.

Results
HOMO level (alpha / beta)   -0.74 / -2.63 eV
Orbital gap (alpha / beta)   0.1176 / 0.1868 hartree
Multiplicity   5
Total charge   -1



Record 2
Here is an isolated molecule of C5H11N3S in a non-equilibrium geometry from the Open Molecules 2025 dataset. Energies are from ωB97M-V/def2-TZVPD.

```
20
Properties=species:S:1:pos:R:3:forces:R:3
S -0.4989 -1.1689 -1.2076 -0.672 0.579 0.842
N -0.6138 1.6134 -0.1634 1.317 0.326 -0.708
N -0.4328 -1.2634 1.4502 -0.583 0.910 -0.885
N -0.0025 -1.8915 2.5320 0.236 -0.409 3.223
C -0.3957 -1.9113 0.3810 0.904 -2.183 -2.047
C 1.5086 0.4802 -0.1377 -3.103 -1.364 1.403
C 0.3677 1.0506 -2.3080 -1.411 -0.012 2.915
C 0.1151 0.5407 -0.8457 0.066 1.065 -0.207
C -1.6761 1.7220 0.4721 -1.783 -2.316 -0.957
H -2.3742 0.8214 0.5717 0.674 1.049 0.291
H -0.1806 -2.8823 2.5313 0.094 -0.481 0.031
H 1.3045 -0.0008 0.8422 0.418 0.817 -0.314
H 1.3108 0.7294 -2.4268 3.605 -0.523 -1.167
H -0.1904 0.6436 -3.0693 -1.802 -1.094 -1.463
H 2.0665 -0.2442 -0.6441 1.418 -0.574 -1.056
H -0.3284 -1.4751 3.4221 0.209 -0.235 -1.106
H -2.0746 2.7122 0.6883 0.282 -0.063 0.501
H 0.2489 2.0851 -2.3022 0.177 1.782 -0.119
H 1.8777 1.4614 -0.0268 0.759 0.916 -0.044
H -0.0318 -3.0226 0.2409 -0.805 1.809 0.868
```
Positions in Å, forces in eV/Å.

Results
HOMO level   -8.18 eV
Orbital gap   0.3328 hartree
Relative energy (zero: lowest compared OMol25 entry of this formula, charge and spin)   62.2 kcal/mol
Multiplicity   1
SMILES string   C=NC(C)(C)S/C=N/N



Record 3
Here is a cluster of 5 separate species, C2H15NO4 in total in a non-equilibrium geometry from the Open Molecules 2025 dataset. Energies are from ωB97M-V/def2-TZVPD.

```
22
Properties=species:S:1:pos:R:3:forces:R:3
O -4.9427 1.2455 0.9117 -1.081 -1.005 -0.561
O 3.7476 -0.4928 0.7089 -2.252 -1.502 -1.393
O -4.2955 4.8731 1.6871 -0.861 0.008 -3.822
O 1.0888 0.7513 0.8294 2.987 -0.803 -0.710
N 1.5337 -2.0664 -0.3447 -0.742 4.139 0.465
C 1.3050 -2.1033 -1.7673 -0.637 1.190 -1.942
C 2.2743 -3.0929 -2.4121 0.554 0.465 -2.868
H 1.9928 0.5644 0.3222 -2.539 0.748 1.681
H -4.1583 5.1073 0.6750 0.057 -0.452 3.131
H 1.2796 -2.9738 -0.0934 -0.560 -1.380 1.611
H -5.1740 4.4377 1.5727 0.764 0.416 0.681
H 3.3717 -2.6448 -2.6580 -2.659 -1.533 0.845
H 0.9328 -1.2459 0.1246 1.430 -2.706 -1.007
H 3.2101 -1.2170 0.1446 1.440 1.556 1.641
H 1.3225 -1.0495 -2.2512 0.570 -1.614 0.871
H 1.7814 -3.4954 -3.3527 0.768 1.579 -0.100
H 2.1799 -4.1173 -2.0661 0.986 0.060 1.704
H 0.2686 -2.4168 -2.0456 0.470 -0.063 0.399
H -5.6487 1.7040 0.4548 -0.466 -0.312 -0.288
H 4.6815 -0.6412 0.6274 0.515 -0.266 -0.269
H 1.3923 0.6405 1.7604 -0.334 0.136 -0.929
H -4.4295 1.9724 1.1786 1.588 1.341 0.861
```
Positions in Å, forces in eV/Å.

Results
HOMO level   -9.69 eV
Orbital gap   0.3717 hartree
Relative energy (zero: lowest compared OMol25 entry of this formula, charge and spin)   53.7 kcal/mol
Multiplicity   1
SMILES string   CCN.O.O.O.O



Number 1: energy -66949.2093 eV. Number 2: energy -20665.7286 eV. Number 3: energy -11995.8224 eV.